Entry 1:
Below is C15H22CeF2N4OS6 as an isolated structure at a distorted geometry, with properties calculated with ωB97M-V/def2-TZVPD.

Computed properties:
- E: -3942.7845 hartree
- Charge: +1
- Orbital gap (alpha / beta): 8.2676 / 8.2421 eV
- Expectation value of S²: 0.75
- Highest occupied orbital energy (alpha / beta): -11.123 / -11.106 eV
- Energy above the lowest of the compared OMol25 structures with the same formula, charge and spin: 0.000 eV
- Multiplicity: 2

Each line ends with the natural charge from an NBO analysis.
Positions of all 51 atoms, in Å:
Ce: -0.23226 0.74378 0.69187  0.84
C: -3.30128 -1.80525 0.81285  -0.54
C: -3.80579 -1.01838 -0.39389  -0.53
S: -3.16480 0.65177 -0.44750  0.31
C: -3.40876 1.03590 -2.21833  -0.51
C: -2.31557 1.92904 -2.75016  -0.52
S: -0.63356 1.32073 -2.39471  0.32
C: -0.82059 -0.38656 -3.00616  -0.54
C: 0.53059 -1.08993 -2.89437  -0.57
S: 1.02712 -1.56025 -1.27881  0.35
C: 0.24437 -3.15726 -0.99029  -0.55
C: -1.26494 -3.13100 -0.68491  -0.50
S: -1.52869 -2.16053 0.85833  0.30
H: -3.87858 -2.76220 0.73091  0.25
H: -3.55540 -1.23948 1.73195  0.27
H: -4.86167 -1.02290 -0.35062  0.24
H: -3.54760 -1.45122 -1.38030  0.21
H: -4.36500 1.53408 -2.27911  0.25
H: -3.39079 0.10260 -2.75882  0.22
H: -2.32116 2.92418 -2.26745  0.26
H: -2.40218 2.08670 -3.79932  0.24
H: -1.18524 -0.35944 -4.07308  0.24
H: -1.52235 -0.90162 -2.35318  0.21
H: 1.33893 -0.42964 -3.22713  0.26
H: 0.47678 -1.97118 -3.50322  0.24
H: 0.73280 -3.58688 -0.08191  0.25
H: 0.45910 -3.84086 -1.82561  0.25
H: -1.53864 -4.15521 -0.46082  0.24
H: -1.89299 -2.72257 -1.44140  0.21
O: 0.84914 0.17299 2.61273  -0.65
N: 0.97614 -0.04271 3.89620  0.12
C: -0.14105 0.15524 4.50901  -0.10
C: -1.21632 0.60155 3.64107  0.39
N: -1.97907 0.97887 2.83373  -0.34
C: -0.35692 -0.03165 5.88288  0.22
N: -0.40953 -0.31342 6.97525  -0.21
F: -0.58555 3.47664 -0.47812  -0.38
C: -1.17640 2.99761 0.77474  0.05
F: -0.35692 3.68389 1.68723  -0.33
H: -2.17427 3.38894 0.85560  0.14
S: 2.34900 1.87009 -0.41903  -0.10
C: 3.77803 1.34705 0.32528  0.00
N: 4.97329 1.78414 0.04574  -0.55
C: 6.07412 1.33669 0.90051  -0.22
C: 5.56546 -0.00264 1.53107  -0.55
S: 3.76776 0.13029 1.54492  0.44
H: 5.06497 2.59287 -0.53859  0.43
H: 6.30668 2.08899 1.64572  0.22
H: 6.96277 1.13677 0.26540  0.23
H: 5.95777 -0.08142 2.56232  0.25
H: 5.89905 -0.84717 0.98150  0.23

---

Entry 2:
Below is C32H77N4O5PS2Si8W as an isolated structure, with properties calculated with ωB97M-V/def2-TZVPD.

Computed properties:
- E: -5381.6300 hartree
- Orbital gap (alpha / beta): 7.1838 / 6.8236 eV
- Expectation value of S²: 2.03
- Highest occupied orbital energy (alpha / beta): -7.189 / -7.446 eV
- Energy above the lowest of the compared OMol25 structures with the same formula, charge and spin: 0.729 eV
- Multiplicity: 3

Each line ends with the Löwdin spin population.
Positions of all 130 atoms, in Å:
W: -0.37443 0.25983 0.19651  1.61
O: -0.75675 1.97947 1.46933  0.05
N: -1.98498 2.50427 1.58715  0.00
C: -2.09037 3.69056 2.22951  0.00
C: -3.30609 4.27966 2.41733  0.00
C: -4.45214 3.62632 1.94444  0.01
C: -4.32435 2.42153 1.30860  0.00
C: -3.05861 1.83406 1.11841  0.01
S: -2.83809 0.34249 0.32855  0.01
H: -1.15378 4.09863 2.57028  0.00
H: -3.35854 5.22749 2.93130  0.00
H: -5.43047 4.06570 2.08496  0.00
H: -5.18181 1.88083 0.93357  0.00
C: -0.75079 1.43699 4.54024  0.00
Si: 0.98570 1.71076 3.86831  0.00
C: 1.24495 3.57533 3.57131  0.00
C: 2.01488 1.38572 5.42675  0.00
Si: 1.78981 0.48740 1.95669  0.00
Si: 2.71482 -1.46262 3.03476  0.00
C: 4.30356 -1.08268 3.98676  0.00
C: 3.30961 -2.90256 1.94665  0.00
C: 1.52736 -2.14868 4.33890  0.00
Si: 3.84622 1.80401 1.68946  0.00
C: 4.71425 2.22817 3.32187  0.00
C: 5.26238 1.05093 0.68215  0.00
C: 3.68630 3.54048 0.93135  0.00
H: -0.92285 2.20197 5.30620  0.00
H: -0.78312 0.46193 5.02862  0.00
H: -1.56319 1.44616 3.82147  0.00
H: 0.62355 4.14297 4.27233  0.00
H: 1.01577 3.89963 2.55647  0.00
H: 2.28084 3.84670 3.77507  0.00
H: 1.71338 2.12736 6.17455  0.00
H: 3.08962 1.47359 5.29485  0.00
H: 1.79780 0.40231 5.84540  0.00
H: 5.10392 -0.69854 3.35263  0.00
H: 4.64132 -2.04120 4.39555  0.00
H: 4.15778 -0.40177 4.82317  0.00
H: 4.35808 -2.74833 1.67887  0.00
H: 2.75635 -3.10880 1.03427  0.00
H: 3.26559 -3.80181 2.56842  0.00
H: 1.85688 -1.82160 5.32732  0.00
H: 1.56537 -3.24120 4.33007  0.00
H: 0.48944 -1.84618 4.20710  0.00
H: 4.98464 1.37467 3.93778  0.00
H: 4.15610 2.92975 3.93937  0.00
H: 5.64270 2.72580 3.02286  0.00
H: 5.59856 0.08490 1.06465  0.00
H: 6.10563 1.74248 0.76947  0.00
H: 5.02187 0.94537 -0.37509  0.00
H: 4.65805 4.01958 1.08401  0.00
H: 2.94601 4.16110 1.43879  0.00
H: 3.49198 3.54088 -0.14008  0.00
C: -0.06751 -2.66096 1.49110  0.01
C: -0.59323 -1.26542 1.70220  0.02
O: -1.21102 -1.00158 2.72194  0.04
H: -0.06935 -3.24763 2.41064  0.00
H: 0.92049 -2.62679 1.03414  0.00
H: -0.71861 -3.13774 0.76323  0.00
C: -4.72411 3.18459 -2.71205  0.00
C: -3.68394 4.27076 -2.49623  0.00
C: -2.40133 3.74726 -1.92958  0.00
N: -2.09364 2.51245 -1.79003  0.00
N: -0.85022 2.31559 -1.21979  0.01
C: -0.25480 3.44208 -0.93458  0.01
N: 0.96904 3.52621 -0.36392  0.01
S: -1.16428 4.84432 -1.36184  0.00
H: -5.65470 3.62422 -3.06961  0.00
H: -4.92343 2.64486 -1.78563  0.00
H: -4.38015 2.45765 -3.44346  0.00
H: -4.06389 5.03711 -1.81467  0.00
H: -3.46559 4.78334 -3.43767  0.00
H: 1.25298 2.72472 0.19331  0.01
H: 1.25249 4.41214 0.02013  0.00
C: 2.76894 2.04800 -2.44211  0.00
O: 2.73919 1.01836 -1.44900  0.01
P: 1.54481 -0.06733 -1.29962  0.09
O: 1.10047 -0.25486 -2.83254  0.01
C: 2.01365 -0.56085 -3.88859  0.00
O: 2.40748 -1.37022 -0.97823  0.02
C: 3.83012 -1.44810 -0.85170  0.00
H: 3.70587 1.94974 -2.98990  0.00
H: 2.72125 3.01694 -1.95635  0.00
H: 1.92777 1.95908 -3.12959  0.00
H: 1.59825 -1.39001 -4.45354  0.00
H: 2.99469 -0.84406 -3.50946  0.00
H: 2.10770 0.30664 -4.54163  0.00
H: 4.14774 -0.96873 0.06785  0.00
H: 4.32765 -0.98154 -1.70113  0.00
H: 4.07786 -2.50607 -0.81818  0.00
C: -3.74391 -0.26345 -3.68275  0.00
Si: -1.90999 -0.69049 -3.66290  0.00
C: -0.96505 0.81701 -4.33562  0.00
C: -1.72010 -1.89814 -5.10439  0.00
Si: -1.29809 -1.61746 -1.51842  0.02
Si: -0.23760 -3.75850 -2.11835  0.01
C: -1.03965 -4.66385 -3.58295  0.00
C: -0.31470 -5.02295 -0.70883  0.00
C: 1.56984 -3.86312 -2.68428  0.00
Si: -3.43267 -2.64953 -0.74989  0.00
C: -3.88664 -4.13375 -1.83669  0.00
C: -3.38496 -3.32938 1.01625  0.00
C: -5.08480 -1.70533 -0.73225  0.00
H: -3.97941 0.27058 -4.60864  0.00
H: -4.02158 0.35891 -2.83261  0.00
H: -4.35343 -1.16831 -3.66078  0.00
H: -1.67787 1.47011 -4.84801  0.00
H: -0.23936 0.47639 -5.07942  0.00
H: -0.43504 1.39990 -3.59086  0.00
H: -2.01471 -1.35447 -6.00867  0.00
H: -2.35608 -2.77705 -5.02043  0.00
H: -0.69128 -2.23536 -5.24588  0.00
H: -2.11536 -4.59022 -3.69167  0.00
H: -0.79201 -5.72208 -3.44937  0.00
H: -0.58293 -4.34274 -4.51831  0.00
H: -1.30606 -5.13122 -0.26764  0.00
H: 0.38981 -4.80541 0.09396  0.00
H: -0.03745 -5.99023 -1.13856  0.00
H: 1.66794 -3.58268 -3.73397  0.00
H: 1.83027 -4.92479 -2.61940  0.00
H: 2.29018 -3.30143 -2.10090  0.00
H: -3.17277 -4.95467 -1.77358  0.00
H: -4.00799 -3.86481 -2.88753  0.00
H: -4.85208 -4.50481 -1.48121  0.00
H: -2.72071 -4.18278 1.15222  0.00
H: -4.40192 -3.66847 1.23884  0.00
H: -3.12088 -2.57138 1.75571  0.00
H: -5.32891 -1.17602 -1.64932  0.00
H: -5.16232 -1.00853 0.10012  0.00
H: -5.83903 -2.48548 -0.58629  0.00

---

Entry 3:
Below is one molecule with the formula C3H7NOS at a distorted geometry, with properties calculated with ωB97M-V/def2-TZVPD.

Computed properties:
- Structure (SMILES): CNCC(=O)S
- E: -646.6686 hartree
- Orbital gap: 10.1148 eV
- Highest occupied orbital energy: -9.469 eV
- Energy above the lowest of the compared OMol25 structures with the same formula, charge and spin: 1.181 eV

Each line ends with the natural charge from an NBO analysis.
Positions of all 13 atoms, in Å:
C: -0.44087 0.57247 1.71804  -0.41
N: -0.08186 0.61322 0.30545  -0.64
C: 0.15826 -0.70264 -0.23060  -0.33
C: 0.24640 -0.94072 -1.80297  0.44
O: 0.42278 -2.05686 -2.20377  -0.54
S: 0.17452 0.55864 -2.78213  -0.03
H: -1.39574 0.09380 1.89618  0.21
H: 0.36680 0.19565 2.35838  0.17
H: -0.52399 1.63605 2.05913  0.20
H: 0.73275 1.18884 0.16351  0.36
H: -0.64380 -1.37704 0.05935  0.22
H: 1.04727 -1.16174 0.22722  0.20
H: -0.06250 1.38033 -1.76780  0.15

---

Entry 4:
Below is one molecule with the formula C5H8O3 at a distorted geometry, with properties calculated with ωB97M-V/def2-TZVPD.

Computed properties:
- Structure (SMILES): C=COC1(CC)OO1
- E: -420.8275 hartree
- Orbital gap: 9.1932 eV
- Highest occupied orbital energy: -8.547 eV
- Energy above the lowest of the compared OMol25 structures with the same formula, charge and spin: 6.219 eV

Each line ends with the natural charge from an NBO analysis.
Positions of all 16 atoms, in Å:
C: 1.65628 -1.48699 -2.22667  -0.49
C: 1.56396 -0.43281 -1.41067  0.13
O: 0.55412 -0.56518 -0.46086  -0.60
C: 0.42743 0.68142 0.69770  0.75
C: -1.00207 1.02228 0.79680  -0.49
C: -2.03893 -0.11087 1.38076  -0.60
O: 1.32507 0.52015 1.63445  -0.21
O: 1.46183 1.52766 0.58514  -0.23
H: 2.34261 -1.57234 -3.03689  0.20
H: 1.07987 -2.28762 -2.11310  0.20
H: 1.95284 0.58461 -1.42759  0.19
H: -1.10679 1.90664 1.39006  0.23
H: -1.39622 1.39799 -0.12201  0.25
H: -3.10995 0.14977 1.18546  0.22
H: -1.88380 -0.34892 2.40218  0.21
H: -1.82626 -0.98579 0.72523  0.23